The following is a DFT calculation (ωB97M-V with the def2-TZVPD basis set) of C18H28F18K2N3O18S6 as an isolated structure at a distorted geometry.

Cartesian coordinates (Å):
K 8.033 -17.094 -19.463
K 0.859 -16.116 -19.683
C 4.575 -23.033 -16.596
F 4.712 -21.759 -16.233
F 3.434 -23.086 -17.310
F 5.543 -23.452 -17.411
S 4.498 -24.213 -15.155
O 5.552 -23.800 -14.286
O 3.148 -24.132 -14.697
N 4.674 -25.616 -15.896
S 6.121 -26.274 -15.748
O 7.206 -25.456 -16.219
O 6.288 -27.044 -14.551
C 5.926 -27.576 -17.056
F 7.114 -28.128 -17.318
F 5.079 -28.524 -16.660
F 5.434 -27.065 -18.193
C -1.848 -8.192 -17.511
F -1.695 -9.078 -16.539
F -3.157 -8.169 -17.830
F -1.494 -6.977 -17.104
S -0.863 -8.605 -19.048
O -1.309 -9.858 -19.587
O -1.118 -7.474 -19.889
N 0.645 -8.519 -18.453
S 1.178 -9.978 -18.137
O 0.384 -10.858 -17.325
O 1.769 -10.534 -19.338
C 2.667 -9.550 -17.109
F 2.351 -8.640 -16.172
F 3.143 -10.629 -16.488
F 3.612 -9.026 -17.882
C 3.056 -18.126 -16.995
F 1.917 -18.692 -17.434
F 2.782 -17.096 -16.226
F 3.761 -19.048 -16.362
S 4.040 -17.651 -18.538
O 5.430 -17.719 -18.211
O 3.602 -18.598 -19.532
N 3.435 -16.189 -18.962
S 4.414 -15.065 -18.353
O 4.273 -14.952 -16.935
O 5.743 -15.084 -18.873
C 3.547 -13.526 -18.936
F 2.312 -13.545 -18.417
F 4.188 -12.487 -18.444
F 3.492 -13.448 -20.264
C 6.902 -18.902 -15.264
O 7.142 -17.666 -15.866
C 7.977 -16.850 -15.082
C 8.290 -15.564 -15.802
O 9.066 -15.834 -16.971
C 10.441 -15.950 -16.735
C 11.140 -16.591 -17.920
O 10.453 -17.749 -18.346
C 10.913 -18.967 -17.793
H 6.635 -18.765 -14.199
H 7.803 -19.534 -15.204
H 6.092 -19.483 -15.691
H 8.889 -17.397 -14.802
H 7.416 -16.602 -14.164
H 8.818 -14.882 -15.129
H 7.376 -15.097 -16.168
H 10.655 -16.679 -15.932
H 10.900 -15.016 -16.389
H 12.161 -16.842 -17.600
H 11.305 -15.927 -18.775
H 11.867 -19.237 -18.261
H 10.194 -19.739 -18.066
H 11.031 -19.001 -16.707
C 8.763 -14.046 -21.268
O 7.838 -15.086 -21.164
C 6.988 -15.212 -22.304
C 6.138 -16.469 -22.225
O 6.850 -17.669 -22.020
C 6.065 -18.872 -22.045
C 6.862 -19.962 -21.346
O 7.005 -19.847 -19.959
C 6.106 -20.679 -19.261
H 8.291 -13.055 -21.171
H 9.326 -14.051 -22.208
H 9.423 -14.064 -20.399
H 7.720 -15.228 -23.123
H 6.322 -14.351 -22.415
H 5.590 -16.517 -23.172
H 5.485 -16.253 -21.367
H 5.973 -19.127 -23.104
H 5.130 -18.767 -21.487
H 7.845 -20.131 -21.800
H 6.391 -20.932 -21.559
H 5.941 -20.380 -18.229
H 6.572 -21.672 -19.262
H 5.107 -20.839 -19.677

Summary:
**E**: -207020.576 eV
**2S+1**: 1
**Net charge**: -1
**HOMO-LUMO gap**: 7.3 eV
**Max |F|**: 1.92 eV/A
**LUMO energy**: 0.149 eV

Mulliken charges, unit e, in atom order:
1. K 0.903
2. K 0.929
3. C 0.597
4. F -0.169
5. F -0.265
6. F -0.244
7. S 1.064
8. O -0.617
9. O -0.682
10. N -0.449
11. S 1.054
12. O -0.616
13. O -0.635
14. C 0.658
15. F -0.228
16. F -0.242
17. F -0.239
18. C 0.686
19. F -0.212
20. F -0.241
21. F -0.241
22. S 0.992
23. O -0.591
24. O -0.672
25. N -0.480
26. S 1.054
27. O -0.625
28. O -0.629
29. C 0.670
30. F -0.236
31. F -0.212
32. F -0.236
33. C 0.372
34. F -0.203
35. F -0.191
36. F -0.117
37. S 0.635
38. O -0.047
39. O -0.746
40. N -0.277
41. S 1.034
42. O -0.651
43. O -0.399
44. C 0.336
45. F -0.276
46. F -0.209
47. F -0.244
48. C -0.671
49. O 0.097
50. C -0.621
51. C -0.739
52. O 0.000
53. C -0.548
54. C -0.756
55. O -0.218
56. C -0.812
57. H 0.363
58. H 0.350
59. H -0.111
60. H 0.338
61. H 0.480
62. H 0.392
63. H 0.248
64. H 0.295
65. H 0.354
66. H 0.435
67. H 0.303
68. H 0.311
69. H 0.188
70. H 0.335
71. C -0.857
72. O -0.008
73. C -0.892
74. C -0.125
75. O -0.291
76. C -0.282
77. C -0.854
78. O -0.096
79. C -0.695
80. H 0.304
81. H 0.320
82. H 0.189
83. H 0.511
84. H 0.363
85. H 0.438
86. H -0.060
87. H 0.371
88. H 0.201
89. H 0.384
90. H 0.472
91. H -0.290
92. H 0.580
93. H 0.435

---

The following is a DFT calculation (ωB97M-V with the def2-TZVPD basis set) of C18H28IrO5Se3Te as an isolated structure.

Cartesian coordinates (Å):
Ir 0.036 0.250 -0.182
C -1.998 -0.692 2.080
C -2.905 -1.065 0.949
O -2.461 -0.370 -0.229
C -2.786 -1.051 -1.455
C -1.524 -1.609 -2.130
O -0.579 -1.817 -1.079
C 0.595 -2.585 -1.344
C 1.222 -2.810 0.002
O 1.538 -1.529 0.586
C 1.639 -1.552 2.018
C 0.297 -1.187 2.693
O -0.680 -1.065 1.659
H -2.285 -1.249 2.974
H -2.027 0.377 2.306
H -3.934 -0.790 1.181
H -2.847 -2.142 0.785
H -3.285 -0.348 -2.119
H -3.483 -1.856 -1.230
H -1.109 -0.919 -2.869
H -1.752 -2.552 -2.628
H 1.259 -2.039 -2.022
H 0.338 -3.543 -1.799
H 2.134 -3.403 -0.092
H 0.513 -3.336 0.643
H 2.405 -0.832 2.289
H 1.977 -2.537 2.336
H 0.380 -0.247 3.242
H -0.020 -1.963 3.390
Se 0.565 2.127 1.464
Se -1.144 3.574 1.601
Te -2.408 3.465 -0.658
Se -1.109 1.937 -1.971
C 6.345 0.636 -6.124
C 5.413 0.503 -4.957
C 5.588 -0.507 -4.012
C 4.754 -0.632 -2.922
C 5.027 -1.751 -1.938
C 3.680 0.291 -2.778
C 2.840 0.131 -1.644
O 1.828 0.821 -1.367
C 3.486 1.325 -3.736
C 2.375 2.337 -3.637
C 4.360 1.404 -4.796
H 7.052 -0.188 -6.176
H 6.910 1.568 -6.045
H 5.787 0.680 -7.060
H 6.406 -1.207 -4.136
H 5.890 -2.327 -2.263
H 4.185 -2.443 -1.860
H 5.250 -1.374 -0.937
H 3.113 -0.657 -0.939
H 2.371 2.842 -2.670
H 1.400 1.859 -3.749
H 2.478 3.083 -4.422
H 4.227 2.192 -5.528

Summary:
**E**: -235511.140 eV
**2S+1**: 6
**Net charge**: +2
**HOMO-LUMO gap (alpha / beta)**: 7.1 / 5.6 eV
**Max |F|**: 0.71 eV/A
**Energy above the lowest of the compared OMol25 structures with the same formula, charge and spin**: 2.64 kcal per mole
**LUMO energy (alpha / beta)**: -6.539 / -8.496 eV

natural (NBO) charges, unit e, in atom order:
1. Ir 1.100
2. C -0.090
3. C -0.083
4. O -0.567
5. C -0.089
6. C -0.090
7. O -0.580
8. C -0.090
9. C -0.088
10. O -0.570
11. C -0.090
12. C -0.096
13. O -0.565
14. H 0.221
15. H 0.196
16. H 0.216
17. H 0.199
18. H 0.218
19. H 0.208
20. H 0.188
21. H 0.215
22. H 0.193
23. H 0.223
24. H 0.216
25. H 0.207
26. H 0.216
27. H 0.212
28. H 0.197
29. H 0.211
30. Se 0.029
31. Se 0.026
32. Te 0.602
33. Se -0.231
34. C -0.651
35. C 0.128
36. C -0.244
37. C 0.091
38. C -0.649
39. C -0.195
40. C 0.408
41. O -0.692
42. C 0.099
43. C -0.634
44. C -0.239
45. H 0.233
46. H 0.250
47. H 0.244
48. H 0.228
49. H 0.247
50. H 0.210
51. H 0.230
52. H 0.164
53. H 0.234
54. H 0.216
55. H 0.233
56. H 0.227

---

The following is a DFT calculation (ωB97M-V with the def2-TZVPD basis set) of a 2-piece molecular cluster, C18H28N2O3 overall at a distorted geometry.

Cartesian coordinates (Å):
C -3.734 -0.376 2.028
C -3.198 1.066 1.936
C -3.965 1.967 2.919
C -3.492 1.563 0.507
C -1.707 1.097 2.292
C -1.264 0.565 3.519
C 0.090 0.564 3.867
C 1.043 1.107 3.000
C 2.513 1.074 3.343
C 3.276 0.027 2.529
O 2.989 -0.241 1.368
C 0.616 1.667 1.793
C -0.734 1.659 1.441
H -3.696 -0.752 3.054
H -4.777 -0.420 1.697
H -3.143 -1.042 1.392
H -3.574 2.988 2.885
H -5.030 1.997 2.665
H -3.873 1.598 3.944
H -3.206 2.614 0.392
H -4.561 1.484 0.283
H -2.948 0.965 -0.230
H -1.975 0.139 4.219
H 0.395 0.133 4.816
H 2.642 0.851 4.405
H 2.954 2.057 3.158
H 4.106 -0.494 2.995
H 1.344 2.096 1.111
H -0.998 2.101 0.488
C 4.046 -2.467 -4.613
N 2.920 -1.965 -3.827
C 2.903 -1.883 -2.491
O 3.878 -2.216 -1.821
C 1.646 -1.335 -1.770
C 0.705 -2.454 -1.306
N 0.852 -0.299 -2.454
C 0.227 -0.369 -3.630
C -0.559 0.856 -4.032
O 0.256 -1.341 -4.370
H 4.932 -1.860 -4.417
H 3.806 -2.429 -5.677
H 4.259 -3.498 -4.327
H 2.058 -1.737 -4.310
H 2.031 -0.869 -0.864
H -0.123 -2.032 -0.735
H 1.255 -3.148 -0.668
H 0.314 -2.997 -2.167
H 0.742 0.561 -1.944
H -0.988 0.691 -5.020
H 0.103 1.718 -4.061
H -1.359 1.021 -3.313

Summary:
**E**: -28244.031 eV
**2S+1**: 1
**SMILES string**: CC(C)(C)c1ccc(CC=O)cc1.CNC(=O)[C@H](C)NC(C)=O
**HOMO-LUMO gap**: 9.5 eV
**Max |F|**: 2.39 eV/A
**Energy above the lowest of the compared OMol25 structures with the same formula, charge and spin**: 13.48 kcal per mole
**LUMO energy**: 0.493 eV

natural (NBO) charges, unit e, in atom order:
1. C -0.601
2. C -0.064
3. C -0.600
4. C -0.609
5. C -0.020
6. C -0.203
7. C -0.208
8. C -0.020
9. C -0.534
10. C 0.445
11. O -0.521
12. C -0.204
13. C -0.172
14. H 0.206
15. H 0.209
16. H 0.214
17. H 0.212
18. H 0.208
19. H 0.207
20. H 0.208
21. H 0.215
22. H 0.207
23. H 0.211
24. H 0.210
25. H 0.223
26. H 0.246
27. H 0.125
28. H 0.212
29. H 0.203
30. C -0.410
31. N -0.619
32. C 0.658
33. O -0.642
34. C -0.138
35. C -0.608
36. N -0.601
37. C 0.682
38. C -0.706
39. O -0.664
40. H 0.205
41. H 0.204
42. H 0.204
43. H 0.427
44. H 0.255
45. H 0.210
46. H 0.227
47. H 0.221
48. H 0.399
49. H 0.244
50. H 0.225
51. H 0.225

---

The following is a DFT calculation (ωB97M-V with the def2-TZVPD basis set) of C18H28N2O4PS3Se2TaTe as an isolated structure.

Cartesian coordinates (Å):
Ta 0.379 0.004 0.180
C -1.295 -1.690 3.190
Se -0.648 0.105 2.816
C 0.907 0.060 4.019
C 2.265 -0.143 3.368
Se 2.185 -1.293 1.797
C 3.917 -0.791 1.067
H -1.539 -1.723 4.249
H -0.541 -2.428 2.931
H -2.190 -1.832 2.593
H 0.674 -0.736 4.723
H 0.893 1.004 4.559
H 2.944 -0.622 4.073
H 2.695 0.800 3.041
H 4.675 -1.057 1.799
H 3.914 0.278 0.866
H 4.063 -1.362 0.155
S 1.549 1.218 -1.590
C 2.090 2.796 -1.047
C 2.743 3.654 -1.926
C 3.163 4.898 -1.480
C 3.826 5.788 -2.392
N 4.359 6.496 -3.121
C 2.933 5.284 -0.148
C 2.286 4.423 0.726
C 1.869 3.179 0.269
S 1.017 2.069 1.323
C 3.360 6.572 0.323
N 3.684 7.605 0.704
H 2.926 3.361 -2.951
H 2.115 4.725 1.750
C -3.813 1.748 -0.606
S -2.168 2.105 -0.038
C -1.589 3.165 -1.339
O -1.469 0.724 -0.296
H -4.396 2.668 -0.558
H -4.228 1.012 0.080
H -3.770 1.360 -1.622
H -2.181 4.081 -1.292
H -1.703 2.675 -2.305
H -0.547 3.400 -1.129
C -2.207 -5.878 -0.260
C -1.429 -4.927 0.609
O -0.426 -4.189 -0.190
P -0.622 -2.755 -0.745
O -0.806 -1.709 0.371
Te 1.341 -1.835 -1.759
O -1.919 -2.659 -1.626
C -1.991 -3.273 -2.962
C -3.284 -2.837 -3.597
H -2.839 -6.502 0.373
H -1.534 -6.531 -0.814
H -2.857 -5.347 -0.955
H -0.833 -5.448 1.353
H -2.071 -4.201 1.109
H -1.937 -4.353 -2.840
H -1.124 -2.932 -3.532
H -4.136 -3.156 -2.998
H -3.371 -3.289 -4.584
H -3.310 -1.754 -3.716

Summary:
**E**: -211612.775 eV
**2S+1**: 1
**Net charge**: +2
**HOMO-LUMO gap**: 7.0 eV
**Max |F|**: 0.56 eV/A
**Energy above the lowest of the compared OMol25 structures with the same formula, charge and spin**: 0.00 kcal per mole
**LUMO energy**: -7.046 eV

natural (NBO) charges, unit e, in atom order:
1. Ta 0.958
2. C -0.767
3. Se 0.537
4. C -0.561
5. C -0.578
6. Se 0.503
7. C -0.750
8. H 0.253
9. H 0.234
10. H 0.251
11. H 0.252
12. H 0.271
13. H 0.264
14. H 0.250
15. H 0.257
16. H 0.240
17. H 0.257
18. S -0.017
19. C -0.240
20. C -0.150
21. C -0.087
22. C 0.221
23. N -0.189
24. C -0.103
25. C -0.181
26. C -0.101
27. S -0.103
28. C 0.234
29. N -0.196
30. H 0.257
31. H 0.252
32. C -0.798
33. S 1.285
34. C -0.813
35. O -0.964
36. H 0.273
37. H 0.268
38. H 0.259
39. H 0.278
40. H 0.264
41. H 0.267
42. C -0.643
43. C -0.056
44. O -0.831
45. P 2.119
46. O -1.131
47. Te 0.094
48. O -0.832
49. C -0.064
50. C -0.630
51. H 0.250
52. H 0.237
53. H 0.212
54. H 0.217
55. H 0.183
56. H 0.200
57. H 0.196
58. H 0.228
59. H 0.248
60. H 0.217